25
Properties=species:S:1:pos:R:3:mulliken_spin:R:1 method="wB97M-V/def2-TZVPD" homo_lumo_gap_ev="9.21 / 7.83" homo_energy_ev="-22.90 / -23.63" de_lowest_kcal_mol=0.0 spin_multiplicity=5 total_charge=+3
O 1.10891 1.35526 2.50047 0.099
H 1.82031 2.91632 -1.04412 0.003
O 2.61778 -0.45527 -0.25636 0.650
C -2.25797 -1.75285 -0.12488 -0.021
O 0.98358 -2.68299 1.42667 0.061
O -2.24560 1.98320 0.21495 0.075
H -3.24497 -1.29613 -0.00523 0.006
H 2.47199 2.49020 0.58908 0.003
C -1.77737 1.05175 0.75629 -0.094
C 0.24637 0.59940 2.15232 -0.075
H 1.96308 1.06389 -2.80398 0.011
C 0.18583 -1.87439 1.50616 -0.082
C 1.17915 0.51787 -2.27939 0.059
H 0.20830 0.99146 -2.41011 -0.001
Mn -1.07070 -0.48441 1.53444 3.046
S 1.58262 0.58485 -0.51255 0.220
O -2.88581 -1.28710 3.60181 0.225
C 2.39914 2.16734 -0.46934 0.053
H -1.57730 -0.47277 -1.67227 -0.002
C -2.16712 -0.90508 2.80335 -0.257
H 3.41673 2.04282 -0.89719 0.005
H 1.14859 -0.52970 -2.56736 0.003
H -0.51094 -1.93152 -1.32075 -0.007
C -1.39218 -1.35632 -1.07093 0.011
H -2.20244 -2.73583 0.34892 0.007